C14H21InNP | ωB97M-V/def2-TZVPD

The value obtained for the frontier orbital gap (spin up / spin down) is 3.98 / 4.14 eV. Its molar mass is 349.12 u.

Each line ends with the natural charge from an NBO analysis.
Atoms and positions in Å:
C  1.8803  -3.5168  -0.6543  -0.37
C  1.3302  -4.3071  0.4058  -0.36
C  0.0876  -4.8316  -0.0452  -0.32
C  -0.0677  -4.5064  -1.4278  -0.36
C  1.0224  -3.6619  -1.8001  -0.36
In  1.6936  -0.1078  -0.4339  0.51
P  3.1027  2.1543  -0.6259  -0.03
H  2.7941  -2.9165  -0.6127  0.19
H  1.7846  -4.4493  1.3842  0.19
H  -0.6040  -5.4327  0.5484  0.19
H  1.1987  -3.2100  -2.7753  0.18
H  -0.8934  -4.8086  -2.0687  0.19
H  3.4308  2.5986  -1.9498  0.04
H  4.3852  2.1040  0.0219  0.06
H  2.4916  3.3405  -0.0640  -0.01
C  -0.8203  3.2325  1.2013  -0.42
N  -0.0163  2.0389  1.5923  -0.38
C  0.5634  2.1760  2.9591  -0.42
C  -0.8624  0.7447  1.4833  -0.25
C  -1.3020  0.4984  0.0769  -0.05
C  -2.6407  0.7632  -0.2691  -0.23
C  -3.0485  0.6237  -1.5932  -0.23
C  -2.1465  0.1579  -2.5534  -0.18
C  -0.8241  -0.1660  -2.1973  -0.20
C  -0.4077  0.0437  -0.8864  -0.52
H  -1.7171  3.2635  1.8299  0.23
H  -1.1051  3.1565  0.1458  0.26
H  -0.2186  4.1341  1.3606  0.22
H  0.7763  1.9840  0.9149  0.45
H  -0.2602  2.2137  3.6801  0.23
H  1.2025  1.3096  3.1706  0.25
H  1.1616  3.0919  3.0104  0.22
H  -0.2547  -0.0690  1.9084  0.25
H  -1.7127  0.9278  2.1549  0.22
H  -3.3274  1.0870  0.5166  0.20
H  -4.0747  0.8761  -1.8692  0.22
H  -2.4642  0.0317  -3.5897  0.22
H  -0.1371  -0.5684  -2.9493  0.22

Force components x, y, z for each atom (eV/Å):
C -0.491 -0.335 -0.064
C -0.454 0.886 -0.591
C 0.643 -0.107 -0.543
C 0.531 0.828 0.519
C -0.223 -0.211 0.802
In 0.814 -3.220 1.187
P 0.144 1.421 -0.675
H -0.157 -0.510 -0.076
H -0.195 0.081 -0.143
H 0.282 0.051 -0.227
H -0.035 -0.191 0.112
H 0.163 0.094 0.148
H 0.274 0.365 0.541
H -0.750 0.196 -0.352
H 0.789 -0.009 -0.201
C -0.045 0.204 -0.033
N 0.135 -0.172 -0.248
C 0.118 -0.053 0.110
C 0.189 0.216 0.338
C -1.028 0.073 -0.583
C 0.416 -0.070 0.112
C -0.049 0.003 0.089
C 0.406 -0.279 -0.044
C -1.120 0.383 -0.079
C 0.132 0.669 -0.275
H 0.218 0.019 -0.157
H 0.060 -0.113 0.341
H -0.124 -0.227 -0.011
H -0.604 -0.288 0.499
H 0.184 0.043 -0.178
H -0.215 0.197 -0.163
H -0.191 -0.195 -0.002
H -0.035 0.311 -0.254
H 0.197 -0.047 -0.163
H -0.028 -0.056 -0.314
H 0.326 -0.150 0.040
H -0.013 0.046 0.285
H -0.266 0.148 0.254